1.
An isolated ion of composition C36H56FSi and charge +1. Source: the Open Molecules 2025 dataset; level of theory: the ωB97M-V functional and the def2-TZVPD basis.

Summary:
energy above the lowest of the compared OMol25 structures with the same formula, charge and spin: 1.625 eV
LUMO level: -0.19847 hartree
HOMO energy: -11.862 eV
electronic energy: -48827.716 eV
gap between HOMO and LUMO: 6.5 eV
net charge: +1

The geometry in XYZ format:
```
94
Properties=species:S:1:pos:R:3:forces:R:3:lowdin_charge:R:1
F 0.452 -3.084 2.249 -0.9624 0.5670 0.0216 0.067
C -0.492 -2.113 2.380 -0.3701 0.4426 0.4744 -0.232
C -1.790 -2.399 2.818 0.1185 -0.2485 -0.5611 0.012
C -2.772 -1.370 2.818 1.2565 -0.4799 1.0802 -0.042
C -2.336 -0.048 2.696 -0.8093 -1.1992 -0.6108 -0.067
C -0.995 0.230 2.383 -1.2383 1.4164 0.1178 -0.183
C -0.752 1.725 2.150 -0.0414 0.1048 -1.1643 -0.087
C 0.694 2.090 1.697 -1.5102 0.9136 0.7088 -0.205
C 0.737 3.253 0.917 1.5139 -0.2327 -1.3602 -0.048
C 1.954 3.668 0.319 -0.5249 -1.0419 1.8801 -0.046
C 3.116 2.921 0.594 -0.2145 0.5161 -0.6665 -0.072
C 3.056 1.764 1.358 -0.3574 0.2178 1.3845 -0.057
C 1.875 1.428 2.057 0.0233 -0.2849 -1.1093 -0.037
C -0.095 -0.797 2.115 -0.5064 -0.4685 -0.1901 0.039
H -2.022 -3.443 3.065 -0.0795 0.5324 -0.1902 0.127
H -3.801 -1.625 3.102 0.4657 0.1990 -0.3559 0.116
H -3.136 0.712 2.631 0.7733 -0.0951 0.3855 0.125
H -1.496 2.038 1.397 0.9934 -0.4073 -0.4286 0.132
H -0.176 3.777 0.634 0.1047 -0.0990 0.2238 0.112
H 1.984 4.594 -0.212 0.1282 0.2726 -0.4456 0.098
H 4.074 3.285 0.207 -0.3844 -0.3677 0.0110 0.114
H 3.949 1.176 1.569 -0.1377 0.2721 -0.1478 0.114
H 1.868 0.565 2.735 0.0751 0.6317 -0.3092 0.114
H 0.812 -0.646 1.549 0.1439 0.0467 0.4525 0.119
C -5.930 9.836 -0.809 -0.0648 0.1950 0.2140 -0.121
C -5.621 9.738 0.680 0.4201 -0.6583 0.3609 -0.277
C -4.878 8.424 1.021 -0.0176 0.0637 0.1017 -0.234
C -4.576 8.254 2.530 -0.1910 0.1597 -0.7049 -0.227
C -3.854 6.937 2.809 0.2171 -0.1403 0.2823 -0.278
C -3.578 6.694 4.324 0.7967 0.1491 -0.5660 -0.246
Si -4.319 5.163 5.055 -1.2083 1.6649 -0.0845 0.637
C -4.049 5.206 6.868 0.3745 -0.5321 1.5621 -0.247
C -4.607 6.450 7.666 -0.4027 -0.2759 -0.4567 -0.245
C -3.534 7.232 8.400 0.3316 1.0416 0.5134 -0.225
C -4.051 8.540 9.096 0.2464 -0.4755 -0.4150 -0.222
C -5.098 8.285 10.184 0.2338 0.1894 -0.2062 -0.286
C -5.528 9.588 10.866 -0.0920 -0.2066 0.0654 -0.117
C -6.175 5.310 4.769 -0.7278 -0.4666 -0.2604 -0.239
C -7.066 4.198 5.422 1.1737 0.5526 -0.2127 -0.267
C -8.548 4.418 5.205 -0.4169 -0.5807 0.2782 -0.239
C -9.366 3.278 5.825 -0.5260 -0.2814 0.1648 -0.232
C -10.904 3.420 5.625 1.3182 0.4766 -0.1538 -0.276
C -11.669 2.260 6.214 -0.1460 0.1874 -0.1098 -0.122
C -3.608 3.551 4.196 2.0233 -2.0413 -0.9299 -0.225
C -3.012 2.418 5.145 -0.3827 0.2541 0.2869 -0.142
C -1.526 2.210 4.736 0.3070 0.3716 0.1539 -0.127
C -1.395 2.842 3.325 2.2441 -1.4090 0.8461 -0.186
C -2.594 3.610 3.118 -0.6994 0.7391 -0.3128 0.109
H -6.434 10.784 -0.999 -0.0156 -0.0514 -0.2327 0.070
H -5.014 9.802 -1.409 -0.1362 0.0009 0.0707 0.074
H -6.589 9.022 -1.130 0.1038 0.1133 0.0224 0.074
H -4.990 10.582 1.006 -0.2490 -0.1661 -0.1246 0.111
H -6.549 9.775 1.273 0.2289 0.0758 -0.1979 0.110
H -5.491 7.562 0.674 0.3247 0.4114 0.1521 0.117
H -3.922 8.391 0.453 -0.4865 -0.0227 0.2560 0.119
H -3.954 9.103 2.866 -0.1843 -0.2974 0.0020 0.124
H -5.528 8.303 3.090 0.3486 -0.0801 -0.0858 0.119
H -4.447 6.106 2.385 0.0540 0.2433 0.0074 0.088
H -2.885 6.929 2.275 -0.4168 0.0652 0.0610 0.110
H -2.486 6.615 4.462 -0.2155 0.2500 0.1634 0.084
H -3.914 7.563 4.921 0.1303 -0.4011 -0.1656 0.090
H -4.514 4.318 7.333 0.3079 0.0842 -0.2285 0.080
H -2.967 5.121 7.076 -0.2439 -0.0365 0.0135 0.086
H -5.156 7.126 6.989 0.1397 -0.0596 0.1651 0.097
H -5.352 6.101 8.404 0.2838 0.0376 -0.4347 0.110
H -3.062 6.605 9.178 -0.1374 0.0629 -0.3107 0.119
H -2.731 7.545 7.711 -0.2029 -0.2692 0.0672 0.110
H -3.175 9.064 9.536 -0.4767 -0.2558 -0.2281 0.117
H -4.477 9.217 8.326 0.2068 -0.2783 0.3204 0.116
H -5.975 7.791 9.739 0.1574 0.1194 0.1769 0.100
H -4.674 7.592 10.927 -0.1483 0.1263 -0.1266 0.113
H -6.275 9.356 11.633 0.1110 0.2514 -0.0771 0.070
H -4.672 10.084 11.350 -0.2916 -0.1349 -0.1735 0.077
H -5.977 10.286 10.141 0.1672 -0.2074 0.2503 0.077
H -6.499 6.298 5.178 0.3952 -0.5194 -0.2515 0.096
H -6.399 5.354 3.676 0.1066 0.0149 0.5832 0.089
H -6.751 3.227 4.996 -0.2575 0.1333 0.1915 0.105
H -6.837 4.161 6.504 -0.1815 -0.0647 -0.3859 0.109
H -8.862 5.365 5.654 0.0832 0.0534 -0.0376 0.120
H -8.773 4.477 4.137 0.0603 0.0527 -0.0346 0.118
H -9.044 2.305 5.393 -0.1075 0.4681 0.1890 0.117
H -9.160 3.218 6.917 -0.0404 0.0294 -0.5189 0.120
H -11.209 4.374 6.082 -0.0734 -0.2432 -0.1053 0.111
H -11.087 3.515 4.543 -0.1073 -0.0581 0.2387 0.109
H -12.724 2.409 6.031 -0.3584 -0.1422 0.0508 0.068
H -11.375 1.319 5.759 0.0637 -0.1740 -0.0720 0.072
H -11.517 2.186 7.286 0.0460 -0.0236 0.1854 0.073
H -4.565 3.181 3.778 0.0667 0.4899 -0.3011 0.139
H -3.112 2.758 6.190 0.1140 -0.5020 -0.4034 0.094
H -3.608 1.489 5.005 0.4402 0.5939 0.2036 0.118
H -0.863 2.889 5.296 -0.3342 -0.6786 0.6190 0.121
H -1.164 1.136 4.834 -0.5154 1.5164 -0.2398 0.141
H -0.393 3.417 3.217 -1.9567 -0.0402 0.1844 0.188
H -2.709 4.246 2.195 -0.0743 -0.6730 0.9444 0.154
```
Forces are in eV/Å.

2.
C36H57N8OPdSi3 as an isolated structure. Source: the Open Molecules 2025 dataset; level of theory: the ωB97M-V functional and the def2-TZVPD basis.

Summary:
LUMO level (alpha / beta): -0.15746 / -0.15752 hartree
HOMO energy (alpha / beta): -10.093 / -10.093 eV
electronic energy: -79332.230 eV
gap between HOMO and LUMO (alpha / beta): 5.8 / 5.8 eV
net charge: +1

The geometry in XYZ format:
```
106
Properties=species:S:1:pos:R:3:forces:R:3:lowdin_charge:R:1
Pd 0.382 0.557 0.640 -0.1313 0.7396 0.4853 0.790
C 1.575 -2.917 0.738 -0.0158 -0.1494 -0.1459 -0.172
Si 1.234 -2.140 2.413 -0.0344 -0.0851 0.0369 0.402
C 0.537 -3.420 3.580 -0.1703 -0.1170 0.1758 -0.158
C 2.902 -1.683 3.129 0.2080 0.1083 0.1664 -0.168
C -0.035 -0.753 2.263 0.1918 0.8583 -0.9589 -0.493
Si -1.666 -1.316 1.486 -0.3505 -0.2863 0.0367 0.438
C -2.592 -2.614 2.478 -0.0372 -0.1149 0.2839 -0.163
C -1.497 -2.214 -0.168 0.4825 0.0120 -0.5600 -0.250
C -2.868 0.072 1.111 -0.1136 0.2168 0.1905 -0.167
Si -0.344 0.318 3.759 -0.0281 -0.3648 0.1918 0.457
C 1.055 0.701 4.927 0.2466 -0.0194 0.1722 -0.155
C -1.711 -0.364 4.834 -0.2115 -0.0937 0.1412 -0.167
C -0.992 1.929 3.053 -0.0655 0.2968 -0.1882 -0.293
C -1.795 2.786 3.801 0.0350 0.0721 -0.0536 -0.048
C -2.395 3.879 3.197 -0.0436 0.0363 0.0008 -0.033
C -2.193 4.081 1.840 -0.0022 0.0474 0.0913 -0.028
C -1.370 3.211 1.152 0.0880 -0.1406 0.0348 -0.126
N -0.757 2.173 1.741 -0.0530 -0.5309 -0.0052 0.001
H 2.622 -3.235 0.682 -0.1090 0.0230 0.0056 0.047
H 1.387 -2.247 -0.107 0.0566 -0.0954 0.0197 0.012
H 0.953 -3.808 0.591 0.1275 0.1367 -0.0203 0.038
H 1.227 -4.270 3.634 -0.0853 0.0992 0.0254 0.048
H -0.444 -3.795 3.274 0.2178 0.0181 0.0823 0.014
H 0.438 -3.005 4.593 0.0241 -0.1165 -0.1536 0.043
H 3.295 -2.591 3.605 0.0010 0.1070 -0.0845 0.055
H 2.878 -0.899 3.890 0.0711 -0.2106 -0.1162 0.013
H 3.614 -1.385 2.356 -0.0343 -0.0430 0.1295 0.009
H -2.278 -3.624 2.190 -0.0902 0.1285 0.0249 0.037
H -3.664 -2.525 2.271 0.1194 -0.0202 0.0079 0.050
H -2.450 -2.517 3.558 -0.0836 -0.0944 -0.2321 0.016
H -1.027 -3.191 -0.022 -0.0954 -0.0051 -0.0130 0.063
H -0.256 -0.697 -0.863 0.0432 0.3326 -0.3249 0.011
H -2.536 -2.384 -0.457 -0.0555 -0.0668 -0.0980 0.094
H -3.126 0.660 2.002 -0.0185 -0.0788 -0.1878 0.039
H -3.788 -0.377 0.721 0.0760 0.0095 0.0564 0.051
H -2.484 0.758 0.355 -0.0452 -0.0389 0.0065 0.002
H 1.554 -0.213 5.272 -0.1340 0.1880 0.0240 0.037
H 0.612 1.179 5.810 0.0808 -0.0244 -0.1063 0.048
H 1.809 1.377 4.521 -0.0630 -0.0910 0.0739 0.023
H -1.468 -1.378 5.178 -0.0520 0.2121 -0.0250 0.040
H -2.671 -0.406 4.305 0.1396 0.0002 0.1453 0.038
H -1.840 0.261 5.726 -0.0026 -0.0873 -0.1009 0.043
H -1.963 2.578 4.854 0.0122 0.0174 -0.1278 0.113
H -3.029 4.548 3.768 0.0456 -0.0415 -0.0446 0.120
H -2.666 4.901 1.313 0.0421 -0.0755 0.0300 0.118
H -1.208 3.342 0.092 -0.0496 -0.0538 0.0102 0.097
C 0.813 4.102 -1.910 -0.0188 0.0772 -0.1081 -0.036
C 0.832 3.109 -0.957 0.0305 -0.1690 -0.3025 -0.206
N 0.524 1.827 -1.239 0.1967 0.4609 0.6674 0.003
C 0.190 1.521 -2.491 -0.1430 -0.2535 0.4220 -0.080
C 0.095 2.468 -3.500 -0.2344 0.0042 -0.2830 -0.193
C 0.432 3.776 -3.209 0.0992 0.1115 -0.0149 0.009
C -0.381 2.053 -4.844 0.1603 0.0222 0.1309 -0.023
C -1.538 1.467 -5.154 -0.2054 -0.0726 0.1554 -0.033
C -2.691 1.099 -4.291 0.1498 0.0840 0.0227 -0.272
C -3.696 0.309 -4.836 -0.0659 0.0081 -0.1366 -0.030
C -4.749 -0.055 -4.017 -0.0282 0.0030 0.1102 -0.116
N -4.833 0.337 -2.746 0.2288 0.1098 -0.0653 0.091
C -3.839 1.120 -2.327 0.0403 -0.0261 -0.1495 -0.199
N -2.777 1.518 -3.022 0.0146 0.0142 0.0351 0.151
H 1.076 5.117 -1.638 -0.0139 -0.0746 -0.0314 0.118
H 1.098 3.325 0.066 0.0406 -0.0462 0.0166 0.085
H -0.060 0.480 -2.693 -0.0474 -0.0276 -0.1316 0.057
H 0.387 4.538 -3.981 -0.0144 -0.0433 0.0821 0.128
H 0.315 2.229 -5.659 -0.0729 0.0660 0.0017 0.120
H -1.682 1.198 -6.196 -0.0063 0.0441 0.0279 0.113
H -3.649 -0.018 -5.869 -0.0360 0.0343 0.0984 0.117
H -5.554 -0.683 -4.386 0.0409 0.0335 0.0168 0.115
H -3.905 1.473 -1.300 0.0008 -0.0323 -0.1241 0.096
C 3.529 0.365 0.119 0.1448 0.2387 0.1651 -0.150
C 5.039 0.266 0.486 -0.1548 0.1826 0.0497 -0.140
N 5.425 1.419 1.301 0.0444 0.0487 -0.0028 -0.154
C 5.177 2.650 0.545 -0.1959 -0.1917 0.0560 -0.140
C 3.662 2.763 0.203 0.1272 -0.1938 0.0802 -0.161
N 2.937 1.584 0.723 0.1827 -0.2023 0.1515 -0.187
C 3.121 1.540 2.189 0.3032 0.0795 -0.2566 -0.170
C 4.637 1.449 2.536 -0.1234 0.0214 -0.2171 -0.136
H 2.978 -0.505 0.490 -0.0327 0.0144 -0.0313 0.070
H 3.383 0.422 -0.960 -0.0531 -0.0083 -0.0450 0.117
H 5.660 0.256 -0.411 0.0145 0.0004 0.0062 0.119
H 5.257 -0.645 1.045 0.0042 0.0035 0.0139 0.111
H 5.783 2.629 -0.361 0.0174 -0.0079 0.0027 0.118
H 5.504 3.498 1.147 0.0348 0.0085 0.0158 0.118
H 3.504 2.819 -0.875 -0.0365 -0.0035 -0.0123 0.111
H 3.227 3.657 0.656 -0.0132 -0.0142 -0.0143 0.112
H 2.578 0.680 2.570 -0.0610 0.0354 -0.0366 0.046
H 2.668 2.442 2.606 -0.0402 0.0005 0.0033 0.117
H 4.859 0.551 3.115 0.0011 -0.0094 -0.0133 0.111
H 4.959 2.309 3.125 0.0188 -0.0057 0.0026 0.120
N -0.806 -1.453 -1.240 -0.6446 -1.0457 0.2671 -0.053
C -0.870 -1.448 -2.577 0.0041 -0.0072 -0.1966 -0.094
N -1.497 -2.392 -3.282 -0.1057 -0.1843 0.2328 -0.097
C -1.594 -2.174 -4.728 0.0199 -0.1791 0.0693 -0.156
C -0.830 -3.237 -5.485 0.0021 -0.1839 0.0634 -0.179
O -1.316 -4.532 -5.160 0.0521 0.0847 -0.0187 -0.122
C -1.199 -4.778 -3.772 0.0627 0.1460 -0.1459 -0.190
C -1.974 -3.762 -2.951 0.0545 0.4349 -0.1968 -0.105
H -1.206 -1.185 -4.948 0.0652 0.0499 0.0080 0.098
H -2.647 -2.223 -5.019 -0.0055 0.0067 0.0181 0.119
H 0.238 -3.161 -5.241 0.0188 -0.0409 -0.0181 0.130
H -0.959 -3.109 -6.560 0.0154 -0.0397 0.0006 0.130
H -0.143 -4.744 -3.475 0.0712 -0.0308 0.0037 0.130
H -1.582 -5.780 -3.594 -0.0291 -0.0422 0.0010 0.130
H -1.833 -3.986 -1.910 0.0219 0.0445 0.4175 0.094
H -3.037 -3.837 -3.194 -0.0350 0.0480 0.0343 0.132
```
Forces are in eV/Å.